Entry 1:
91
Properties=species:S:1:pos:R:3 method="wB97M-V/def2-TZVPD" energy_ev=-92428.13003 homo_energy_ha="-0.36889 / -0.40562" multiplicity=3 orbital_gap_ev="6.7252 / 7.3567" total_charge=+1 e_lumo_ev="-3.31 / -3.68"
W -0.2903 0.1431 -0.0248
C -7.2161 0.6524 0.0663
O -6.8026 0.6366 1.4289
C -5.4935 0.6097 1.6952
C -5.1732 0.6022 3.0767
C -3.8728 0.5705 3.4575
C -2.8126 0.5442 2.5068
C -1.4585 0.5469 2.8918
C -1.0191 0.6027 4.3206
O -0.4963 0.5080 2.0639
C -3.1528 0.5550 1.1247
O -2.2677 0.5594 0.1812
C -4.5024 0.5873 0.7376
H -8.3005 0.6788 0.0879
H -6.8802 -0.2478 -0.4515
H -6.8363 1.5393 -0.4437
H -5.9842 0.6233 3.7899
H -3.6460 0.5696 4.5130
H -1.8002 0.3781 5.0372
H -0.6335 1.6030 4.5181
H -0.1861 -0.0862 4.4557
H -4.7133 0.5910 -0.3209
O -1.8282 -2.2987 0.5353
N -0.4822 -1.8937 0.5703
C 0.2616 -2.7818 1.0955
C 1.6983 -2.8226 1.3550
C 2.1562 -4.1219 1.6198
C 3.4926 -4.3725 1.8688
C 4.3910 -3.3189 1.8732
C 3.9510 -2.0276 1.6298
C 2.6107 -1.7483 1.3741
P 2.1346 -0.0095 1.1134
C 2.3022 0.7634 2.7567
C 2.7624 0.0772 3.8748
C 2.9211 0.7358 5.0884
C 2.6426 2.0888 5.1889
C 2.1826 2.7809 4.0745
C 1.9950 2.1205 2.8728
C 3.5854 0.6349 0.2178
C 4.0911 -0.0613 -0.8809
C 5.1795 0.4275 -1.5813
C 5.7851 1.6156 -1.1912
C 5.3039 2.3023 -0.0885
C 4.2111 1.8134 0.6169
H -1.8788 -2.9409 -0.1933
H -0.2539 -3.6950 1.3804
H 1.4531 -4.9444 1.6166
H 3.8257 -5.3832 2.0592
H 5.4398 -3.4962 2.0702
H 4.6690 -1.2181 1.6409
H 3.0035 -0.9766 3.8180
H 3.2782 0.1869 5.9498
H 2.7800 2.6048 6.1298
H 1.9561 3.8374 4.1451
H 1.6039 2.6584 2.0171
H 3.6389 -0.9929 -1.1952
H 5.5502 -0.1201 -2.4371
H 6.6352 1.9955 -1.7419
H 5.7827 3.2165 0.2372
H 3.8643 2.3535 1.4879
O 2.1281 0.4711 -3.6030
C 1.6504 0.2894 -2.5460
N 1.1950 0.1300 -1.4547
O -1.3683 1.3253 -2.2811
C -1.5075 0.1393 -2.5754
O -1.1696 -0.8164 -1.7802
C -2.0756 -0.2674 -3.8919
C -1.9473 -1.5751 -4.3410
C -2.4702 -1.9043 -5.5765
C -3.1241 -0.9934 -6.3844
C -3.2356 0.2944 -5.8940
C -2.7212 0.6825 -4.6729
N -3.9335 1.3016 -6.7174
O -4.3369 0.9486 -7.8017
O -4.0247 2.4213 -6.2608
N -2.3293 -3.2951 -6.0520
O -2.7531 -3.5511 -7.1557
O -1.8096 -4.0890 -5.2954
H -1.4471 -2.3216 -3.7447
H -3.5254 -1.2734 -7.3458
H -2.8160 1.7032 -4.3356
C 1.7289 4.2572 -0.6834
S 0.3832 3.1952 -1.1932
C -0.9837 4.3373 -1.0810
O 0.1813 2.2970 0.0392
H 1.5063 4.7257 0.2741
H 1.8861 5.0101 -1.4550
H 2.6128 3.6259 -0.6088
H -0.8519 5.1205 -1.8264
H -1.0324 4.7489 -0.0748
H -1.8742 3.7544 -1.3082

***

Entry 2:
15
Properties=species:S:1:pos:R:3 method="wB97M-V/def2-TZVPD" energy_ev=-7829.95778 homo_energy_ha=-0.46515 smiles="C=CC(=C)C#C[NH3+]" orbital_gap_ev=8.3192 e_above_lowest_kj_mol=552.9 total_charge=+1 e_lumo_ev=-4.34
C -0.2727 1.1456 0.5953
C -0.6036 -0.2138 0.6244
C -1.2175 2.0590 0.8164
C 1.3602 0.7151 -1.1372
C 0.8577 1.6257 -0.2733
C -0.5059 -1.4377 0.4418
N -0.2820 -2.7639 0.1134
H -0.9892 3.0555 0.5174
H -2.0946 1.7750 1.2731
H 1.1494 -0.4093 -1.0857
H 1.9794 1.0392 -1.9095
H 1.0522 2.6822 -0.2184
H -0.1133 -2.9080 -0.9366
H -0.9314 -3.3923 0.6761
H 0.6111 -2.9724 0.5026

***

Entry 3:
179
Properties=species:S:1:pos:R:3 method="wB97M-V/def2-TZVPD" energy_ev=-580370.95535 homo_energy_ha=-0.32510 orbital_gap_ev=8.3408 total_charge=0 e_lumo_ev=-0.51
C 5.7715 -2.6546 0.6659
C 5.4458 -2.9999 -0.7652
C 6.2546 -3.9155 -1.4302
C 5.9892 -4.2286 -2.7547
C 4.9501 -3.6155 -3.4069
C 4.1413 -2.7012 -2.7589
C 4.3823 -2.4091 -1.4232
C 3.5153 -1.4132 -0.6581
C 2.6428 -0.6015 -1.5866
C 3.1383 0.5652 -2.1193
C 4.5202 1.0463 -1.7868
S 4.5024 2.2253 -0.4104
O 5.5347 1.9077 0.5366
O 3.1602 2.3302 0.0962
C 2.3421 1.3378 -3.0140
C 2.9864 2.5569 -3.6311
C 3.4094 2.4441 -4.9463
C 3.9859 3.5350 -5.5829
C 4.0996 4.6908 -4.8236
C 3.6767 4.6792 -3.5129
N 3.1153 3.6472 -2.8624
C 1.0675 0.9446 -3.3300
C 0.2025 1.7191 -4.2915
C -1.1499 2.2855 -3.8185
C -1.0727 3.4422 -2.8505
F -1.8104 3.1641 -1.7339
F 0.1679 3.6732 -2.3949
C -1.6022 4.7894 -3.4477
F -0.5406 5.4561 -3.9515
F -2.4293 4.5774 -4.4982
C -2.3794 5.7449 -2.5139
F -3.5690 5.2393 -2.1751
F -2.6289 6.8435 -3.2754
C -1.6344 6.2483 -1.2372
F -0.3106 6.3059 -1.4033
F -2.0702 7.5061 -0.9805
F -1.9518 5.5054 -0.1692
C 0.5829 -0.2521 -2.7743
N -0.6832 -0.6328 -3.1384
C -1.0991 -1.7705 -2.6564
C -0.2877 -2.5839 -1.8274
O -0.8061 -3.8113 -1.4314
C -0.9525 -4.7368 -2.5402
C -2.3637 -4.8007 -3.1591
N -3.4546 -4.7824 -2.1868
C -4.2921 -3.5805 -2.2501
C -5.7924 -3.8321 -2.0462
C -6.1269 -3.7747 -0.5619
O -6.4685 -2.7670 -2.7197
N 0.9023 -2.2550 -1.4181
C 1.3470 -1.0478 -1.9203
H 4.8810 -2.6678 1.2938
H 6.2039 -1.6567 0.7605
H 6.4864 -3.3559 1.0967
H 7.0661 -4.3570 -0.8824
H 6.6100 -4.9583 -3.2555
H 4.7995 -3.8809 -4.4444
H 3.3213 -2.2357 -3.2761
H 4.1734 -0.7543 -0.1066
H 2.9181 -1.9339 0.0887
H 4.9482 1.5303 -2.6613
H 5.1626 0.2252 -1.5021
H 4.7693 3.4152 -1.0032
H 3.2849 1.5080 -5.4685
H 4.2924 3.4617 -6.6163
H 4.5140 5.5929 -5.2447
H 3.8036 5.5885 -2.9351
H 0.7322 2.5284 -4.7797
H -0.0597 1.0069 -5.0755
H -1.7147 2.5229 -4.7102
H -1.6929 1.4767 -3.3369
H -2.0887 -2.0995 -2.9048
H -0.2698 -4.4453 -3.3406
H -0.6348 -5.7288 -2.2283
H -2.4191 -4.0187 -3.9128
H -2.4348 -5.7443 -3.7003
H -4.0555 -5.5620 -2.4205
H -3.9609 -2.8839 -1.4772
H -4.1906 -3.0379 -3.1954
H -6.0897 -4.7775 -2.4963
H -5.7690 -4.6732 -0.0663
H -7.2044 -3.6954 -0.4187
H -5.6753 -2.8907 -0.1165
H -6.6621 -2.0921 -2.0635
C -5.2076 5.4298 5.7485
Cl -5.6186 6.2656 7.2481
Cl -5.1201 3.6757 5.9782
H -5.9712 5.6455 5.0094
H -4.2420 5.7807 5.4087
C -4.2256 -7.3235 1.8560
Cl -5.8352 -6.6614 2.1722
Cl -3.4848 -6.6042 0.4234
H -3.5930 -7.1204 2.7124
H -4.3181 -8.3927 1.7022
C -9.1793 -8.7676 3.1406
Cl -9.8949 -7.9240 1.7621
Cl -7.7898 -9.7477 2.6634
H -8.8497 -8.0312 3.8640
H -9.9281 -9.4174 3.5771
C -7.3651 3.2110 3.1215
Cl -8.5216 1.9097 3.4091
Cl -8.1236 4.8077 3.2507
H -6.5798 3.1532 3.8661
H -6.9571 3.1013 2.1235
C -0.4375 7.3254 -6.7453
Cl -1.0291 7.5273 -8.3985
Cl 1.0668 6.3966 -6.6917
H -0.2542 8.3046 -6.3196
H -1.1881 6.7979 -6.1687
C 7.8122 -5.9804 2.8315
Cl 6.1958 -5.4289 3.2433
Cl 8.3915 -5.1691 1.3719
H 8.4760 -5.7563 3.6590
H 7.7978 -7.0471 2.6402
C 4.4902 1.0600 -8.4912
Cl 3.1369 0.0652 -7.9393
Cl 3.9672 2.6840 -8.9597
H 5.2113 1.1455 -7.6856
H 4.9424 0.5819 -9.3515
C 1.2201 -5.6386 0.7165
Cl 2.4178 -4.9778 1.8248
Cl 0.4017 -7.0187 1.4455
H 0.4726 -4.8818 0.5049
H 1.7180 -5.9374 -0.1992
C -11.0379 6.9051 3.1875
Cl -12.0351 7.6364 1.9220
Cl -9.9405 8.0832 3.9196
H -11.6903 6.5122 3.9582
H -10.4544 6.1076 2.7469
C -1.1113 2.0281 4.5902
Cl -1.3342 2.3341 6.3211
Cl -1.7173 0.4359 4.1448
H -1.6607 2.7722 4.0303
H -0.0543 2.0866 4.3576
C -0.4659 3.0497 9.8003
Cl 0.7015 3.6742 10.9725
Cl -1.2230 1.5527 10.3552
H -1.2394 3.7940 9.6516
H 0.0509 2.8514 8.8690
C 3.8844 5.5694 1.8075
Cl 4.3131 5.8961 0.1214
Cl 5.2711 5.7595 2.8848
H 3.1101 6.2662 2.1060
H 3.5228 4.5487 1.8745
C 7.5068 5.5808 6.2397
Cl 7.9706 5.9208 4.5693
Cl 8.8659 5.7671 7.3546
H 6.7242 6.2722 6.5286
H 7.1483 4.5600 6.2972
C -6.6902 0.4864 -3.5993
Cl -5.3446 0.4803 -2.4477
Cl -7.8248 1.8015 -3.2721
H -6.2878 0.6138 -4.5968
H -7.2166 -0.4575 -3.5273
C 12.3380 -4.0202 1.1979
Cl 11.7267 -5.4121 2.1096
Cl 11.1665 -3.4221 0.0163
H 12.5556 -3.2301 1.9066
H 13.2359 -4.3209 0.6714
C -0.0128 -10.9892 1.4808
Cl -1.6169 -10.3137 1.8029
Cl 0.7217 -10.2799 0.0416
H 0.6252 -10.7832 2.3320
H -0.1109 -12.0576 1.3315
C 12.8625 -2.8167 5.2168
Cl 11.2193 -2.2903 5.5859
Cl 13.5185 -1.9788 3.8011
H 13.4983 -2.6035 6.0675
H 12.8488 -3.8807 5.0103
C -0.5953 -3.1735 4.8263
Cl -0.1126 -3.3427 3.1363
Cl -2.1064 -4.0275 5.1708
H 0.1869 -3.5872 5.4516
H -0.7351 -2.1211 5.0438
C -15.1296 9.6406 3.0817
Cl -15.6479 8.5734 4.3929
Cl -16.5108 10.3503 2.2361
H -14.5286 10.4393 3.4996
H -14.5458 9.0654 2.3737

***

Entry 4:
82
Properties=species:S:1:pos:R:3 method="wB97M-V/def2-TZVPD" energy_ev=-46330.67283 homo_energy_ha=-0.28702 smiles=c1cc[nH]c1.c1cc[nH]c1.c1cc[nH]c1.c1cc[nH]c1.c1cc[nH]c1.c1cc[nH]c1.c1cc[nH]c1.CO.CO orbital_gap_ev=7.8457 e_above_lowest_kj_mol=164.4 total_charge=0 e_lumo_ev=0.04
C 2.9402 -3.4073 -2.3764
O 3.3793 -2.7731 -1.1714
H 3.6422 -4.1945 -2.6421
H 1.9461 -3.8147 -2.1874
H 2.8606 -2.6756 -3.1809
H 3.5389 -1.8403 -1.3396
C -1.8719 3.6923 1.3274
O -1.4824 3.6418 -0.0523
H -2.8724 4.1209 1.4258
H -1.8586 2.6800 1.7217
H -1.2012 4.3343 1.8998
H -1.8881 4.3881 -0.5015
N -5.2926 1.5390 0.3107
C -4.6720 1.8951 -0.8524
C -5.0986 1.0211 -1.8221
C -6.0316 0.1347 -1.2262
C -6.1371 0.4825 0.0895
H -5.2372 1.9690 1.2172
H -3.9899 2.7236 -0.9137
H -4.7350 1.0400 -2.8370
H -6.5663 -0.6255 -1.7696
H -6.7556 0.1296 0.8961
N 4.3693 0.5757 -1.9469
C 4.0377 0.3986 -0.6357
C 4.9391 -0.4880 -0.0976
C 5.8442 -0.8398 -1.1270
C 5.4938 -0.1468 -2.2529
H 3.8929 1.2158 -2.5576
H 3.2316 0.9264 -0.1585
H 4.9556 -0.7987 0.9335
H 6.6805 -1.5131 -1.0367
H 5.9411 -0.0625 -3.2272
N 2.9848 4.4596 2.2309
C 3.2538 3.3335 1.4889
C 4.2452 2.6425 2.1288
C 4.6718 3.4425 3.2252
C 3.8438 4.5347 3.2864
H 2.3332 5.1765 1.9648
H 2.6644 3.1235 0.6122
H 4.6571 1.6752 1.8978
H 5.4662 3.2612 3.9303
H 3.8463 5.3637 3.9726
N -0.9098 0.9499 -1.0018
C 0.2397 0.5657 -0.3475
C 0.6804 -0.5953 -0.9180
C -0.2536 -0.9441 -1.9359
C -1.2176 0.0314 -1.9556
H -1.4368 1.7658 -0.7215
H 0.6419 1.1971 0.4288
H 1.5367 -1.1985 -0.6628
H -0.1894 -1.8513 -2.5144
H -2.1119 0.1011 -2.5511
N -1.9489 -1.5090 1.0746
C -1.7397 -2.6568 1.7764
C -2.9599 -3.1721 2.1340
C -3.9492 -2.2804 1.6291
C -3.2950 -1.2872 0.9530
H -1.2385 -0.9216 0.6625
H -0.7587 -3.0606 1.9617
H -3.1145 -4.1297 2.6023
H -5.0202 -2.3814 1.6997
H -3.6394 -0.4049 0.4411
N -1.7850 -4.1853 -3.7891
C -0.9240 -5.2349 -3.9765
C -0.9523 -5.5474 -5.3073
C -1.8500 -4.6529 -5.9505
C -2.3748 -3.8452 -4.9730
H -2.0417 -3.7343 -2.9279
H -0.4252 -5.7054 -3.1479
H -0.4088 -6.3559 -5.7677
H -2.1216 -4.6702 -6.9924
H -3.0665 -3.0223 -5.0251
N 1.6131 2.3801 4.3419
C 0.4817 2.2642 3.5813
C -0.4596 1.5875 4.3064
C 0.1285 1.2653 5.5601
C 1.3923 1.7992 5.5596
H 2.5284 2.5903 3.9726
H 0.4823 2.6074 2.5611
H -1.4096 1.1998 3.9724
H -0.3009 0.6923 6.3646
H 2.2093 1.6082 6.2360

***

Entry 5:
23
Properties=species:S:1:pos:R:3 method="wB97M-V/def2-TZVPD" energy_ev=-24789.23884 homo_energy_ha=-0.33118 smiles="CCCNC(=O)Nc1nccs1" orbital_gap_ev=9.6119 e_above_lowest_kj_mol=179.2 total_charge=0 e_lumo_ev=0.60
C 2.8748 -0.0055 0.9043
C 2.4135 -1.2213 0.0776
C 1.0048 -0.9691 -0.4978
C 0.2647 1.4816 -0.6228
C -1.8371 0.5808 0.3556
C -3.8214 -0.0377 0.6346
C -3.6873 -0.5443 -0.5372
H 3.8177 -0.2516 1.4539
H 2.0409 0.4535 1.7109
H 3.2179 0.9014 0.2732
H 2.3713 -2.2552 0.4315
H 3.0816 -1.3988 -0.8751
H 0.6501 -1.8079 -1.0613
H 0.2477 -0.7247 0.2438
H 1.5621 0.5358 -1.8898
H -0.9264 2.2405 0.8140
H -4.7550 -0.3038 1.3277
H -4.3819 -1.2492 -0.9825
N 0.8941 0.2605 -1.2052
N -0.6613 1.3193 0.4819
N -2.7509 0.6541 1.1951
O 0.5542 2.5870 -1.0368
S -2.1740 -0.2454 -1.1956

***

Entry 6:
17
Properties=species:S:1:pos:R:3 method="wB97M-V/def2-TZVPD" energy_ev=-7418.98959 homo_energy_ha=-0.31516 smiles="C/C=C1/C[C@H]2C[C@@H]12" orbital_gap_ev=9.7495 e_above_lowest_kj_mol=197.3 total_charge=0 e_lumo_ev=1.17
C -0.1759 0.8370 -1.3865
C 0.2227 0.0067 -2.5725
C -0.0523 0.4565 -0.1204
C -0.3867 1.1263 1.2088
C 0.2749 -0.0662 1.9121
C -0.3984 -1.3410 1.5260
C 0.5791 -0.7188 0.5635
H -0.6153 1.8141 -1.5902
H 1.0815 0.4294 -3.1083
H -0.6060 -0.0518 -3.2885
H 0.4753 -1.0155 -2.2714
H 0.1460 2.0718 1.3531
H -1.4507 1.2794 1.4275
H 0.9226 0.0019 2.7800
H -1.4605 -1.3588 1.2864
H -0.0350 -2.2319 2.0327
H 1.4788 -1.2390 0.2477

***

Entry 7:
19
Properties=species:S:1:pos:R:3 method="wB97M-V/def2-TZVPD" energy_ev=-76830.96807 homo_energy_ha="-0.29328 / -0.29350" orbital_gap_ev="5.1978 / 5.2067" e_above_lowest_kj_mol=303.7 total_charge=0 e_lumo_ev="-2.78 / -2.78"
C 1.2783 -0.5906 -1.0809
C 0.2002 -1.9066 0.6823
C 0.5005 0.7028 -0.7643
C 0.2845 0.6879 0.7749
C -0.1982 -0.6103 1.2926
O 0.4683 -1.7384 -0.7211
O 1.3314 1.7988 -1.1103
O -0.5871 1.7813 1.2220
Se -3.3319 0.2882 -0.0850
H 1.5473 -0.6418 -2.2137
H 2.1749 -0.5978 -0.4871
H 0.9324 -2.6157 1.0976
H -0.7573 -2.4849 0.5292
H -0.4981 0.5660 -1.2299
H 1.2935 1.1070 1.1432
H -0.8404 -0.6775 2.1332
H 0.9751 2.6878 -0.8900
H -1.4501 1.4868 1.1528
H -3.3233 0.7572 -1.4454